Record 1
One molecule with the formula C19H19ClN4O3S at a distorted geometry, computed with ωB97M-V/def2-TZVPD.

Each line ends with the Löwdin charge.
Geometry (Å):
C  2.2878  -0.7349  -4.9649  -0.07
O  1.9986  -0.2603  -3.6706  -0.10
C  0.7115  0.1095  -3.3840  -0.21
C  -0.3514  0.0462  -4.2677  -0.02
C  -1.6202  0.4418  -3.8702  -0.11
C  -1.8192  0.9026  -2.5833  -0.66
Cl  -3.3982  1.3945  -2.0960  0.71
C  -0.7717  0.9792  -1.6757  -0.03
C  0.4957  0.5831  -2.0720  -0.14
N  1.6121  0.6132  -1.2361  0.14
C  1.6878  0.9344  0.0830  -0.54
O  0.7596  1.2950  0.7701  0.09
C  3.0816  0.7120  0.6428  -0.33
S  3.3505  -1.1021  0.7572  0.97
C  2.1686  -1.3977  2.0111  -0.65
N  2.3626  -1.2317  3.2874  0.04
N  1.2060  -1.4730  3.9053  0.07
C  0.3160  -1.7916  3.0016  -0.30
C  -1.1189  -2.0988  3.2603  -0.12
O  -1.9847  -1.4045  2.3940  -0.05
C  -1.9870  -0.0276  2.4320  -0.26
C  -1.2921  0.7445  3.3516  -0.02
C  -1.3704  2.1255  3.2784  -0.08
C  -2.1368  2.7422  2.3087  -0.09
C  -2.8371  1.9680  1.3984  -0.11
C  -2.7622  0.5911  1.4542  -0.03
N  0.8770  -1.7724  1.7617  -0.03
C  0.2557  -2.0536  0.5007  -0.01
H  3.3526  -0.9620  -4.9616  0.10
H  1.7243  -1.6446  -5.1923  0.10
H  2.0810  0.0245  -5.7245  0.10
H  -0.2108  -0.3102  -5.2750  0.11
H  -2.4436  0.3903  -4.5637  0.10
H  -0.9350  1.3448  -0.6745  0.09
H  2.4546  0.2842  -1.6917  0.13
H  3.1695  1.1281  1.6450  0.09
H  3.8638  1.0970  -0.0083  0.08
H  -1.3185  -3.1591  3.0653  0.14
H  -1.3327  -1.8894  4.3152  0.14
H  -0.6807  0.2936  4.1168  0.10
H  -0.8177  2.7185  3.9916  0.11
H  -2.1870  3.8193  2.2575  0.10
H  -3.4398  2.4382  0.6357  0.08
H  -3.2955  -0.0275  0.7484  0.11
H  -0.3493  -2.9566  0.5837  0.11
H  -0.3897  -1.2244  0.2033  0.09
H  1.0332  -2.1994  -0.2495  0.08

Forces on the atoms, in the same order (eV/Å):
0.105 -0.095 -0.221
-0.224 0.185 0.398
-0.153 0.041 0.087
0.296 -0.046 0.035
-0.147 0.095 0.205
0.356 -0.183 -0.318
-0.329 0.089 0.053
-0.055 0.042 0.014
-0.080 -0.072 -0.172
0.217 -0.024 -0.609
0.409 0.089 0.135
-0.145 0.065 0.063
-0.107 -0.396 0.166
0.248 0.196 0.238
0.078 -0.126 -0.632
0.972 0.192 -0.203
-0.961 -0.144 0.692
0.002 -0.056 -0.304
0.053 -0.235 0.212
-0.169 0.210 -0.149
-0.105 0.132 -0.112
0.028 -0.300 0.134
-0.062 0.085 -0.036
0.053 0.152 0.070
-0.030 -0.015 -0.016
0.061 -0.218 0.051
0.286 0.109 0.887
-0.373 -0.040 -0.526
-0.084 -0.003 -0.065
0.003 0.043 0.015
-0.012 -0.026 0.036
0.061 -0.045 -0.093
-0.094 0.002 -0.048
0.002 0.004 0.041
-0.110 0.046 0.190
-0.050 0.049 -0.143
0.023 0.055 -0.030
-0.018 0.168 0.096
0.066 -0.045 -0.115
0.056 -0.043 0.050
0.055 0.044 0.058
-0.005 0.090 0.003
-0.035 0.015 -0.051
-0.071 -0.064 -0.094
0.035 0.034 -0.045
0.041 -0.059 -0.018
-0.087 0.001 0.071

E_HOMO, eV: -8.42
SMILES: COc1ccc(Cl)cc1NC(=O)CSc1nnc(COc2ccccc2)n1C
LUMO level, eV: 0.3
Charge: 0
Gap between HOMO and LUMO, eV: 8.743
Molecular weight, g/mol: 418.9
ΔE to the lowest compared entry with this formula, charge and spin, kJ/mol: 204.8
Total energy, a.u.: -2038.55471


Record 2
One molecule with the formula C19H19N3O3 at a distorted geometry, computed with ωB97M-V/def2-TZVPD.

Each line ends with the Löwdin charge.
Geometry (Å):
C  0.2782  -2.2085  -1.5048  -0.03
C  1.6636  -1.9420  -2.0750  -0.20
C  1.9941  -2.5255  -3.2678  -0.02
C  3.2740  -2.4925  -3.7740  -0.44
N  3.7515  -3.3366  -4.7259  0.10
N  4.2643  -1.8383  -3.1972  0.13
C  4.0108  -1.2670  -1.9705  -0.22
C  5.1460  -0.6039  -1.1978  -0.02
C  2.6810  -1.1615  -1.4454  -0.07
C  2.4431  -0.5468  -0.0027  -0.14
N  1.1842  0.1408  0.1863  0.04
C  0.9404  1.4706  -0.3209  -0.36
O  1.7677  1.9819  -1.0569  0.08
C  -0.4415  2.0853  0.0115  -0.12
C  -1.1155  3.1292  -0.6696  0.01
C  -2.4420  3.3052  -0.1432  0.02
C  -2.5202  2.2934  0.7532  -0.28
O  -3.7990  1.9861  1.2183  0.05
C  -4.0922  1.6328  2.5661  -0.21
C  -5.3614  1.2195  2.8043  -0.03
C  -5.7379  0.8688  4.1049  -0.07
C  -4.7621  0.5238  5.0723  -0.09
C  -3.4640  0.9063  4.7559  -0.11
C  -3.0902  1.4408  3.5460  -0.01
O  -1.3480  1.5670  0.9646  0.07
H  0.3482  -2.4005  -0.4283  0.08
H  -0.3282  -1.2986  -1.6597  0.09
H  -0.2489  -2.9183  -2.1083  0.07
H  1.3333  -3.1847  -3.8177  0.11
H  4.7420  -3.1244  -4.8580  0.10
H  3.1224  -3.5254  -5.5479  0.12
H  4.8295  0.4675  -1.1034  0.11
H  6.0260  -0.6153  -1.7636  0.06
H  5.3555  -1.0178  -0.2883  0.05
H  3.2273  0.0935  0.0929  0.06
H  2.6028  -1.3250  0.6807  0.11
H  0.3825  -0.4633  0.5908  0.16
H  -0.7227  3.7822  -1.5184  0.14
H  -3.1210  3.9896  -0.5850  0.11
H  -6.1987  1.4474  2.1478  0.12
H  -6.7566  0.5767  4.4710  0.12
H  -5.0375  0.2626  6.0838  0.10
H  -2.7294  0.8870  5.5651  0.11
H  -2.0512  1.7381  3.4150  0.12

Forces on the atoms, in the same order (eV/Å):
0.547 1.942 -0.234
0.475 0.723 0.197
-0.686 -0.859 -0.808
1.049 0.260 1.038
-1.018 -0.714 -2.348
0.395 1.214 2.964
-1.481 0.414 -0.693
-2.273 1.950 -2.667
0.170 -1.256 0.782
-1.352 -0.879 -3.586
-2.566 0.429 0.913
-0.131 -2.373 0.419
-1.061 0.212 0.949
-0.740 1.675 -1.488
1.958 -0.082 -0.364
3.006 -1.618 -0.405
-1.741 0.265 0.697
1.404 -0.522 1.392
2.753 -1.009 -1.056
-2.607 1.124 1.178
0.164 -2.508 1.738
-0.502 1.962 -1.392
0.480 -0.104 1.394
-0.433 0.528 -0.739
-1.314 0.796 -1.135
-0.344 -0.396 -0.344
0.222 -0.101 0.411
-0.031 -0.985 0.142
-0.447 0.027 0.287
-0.598 -0.297 -0.604
1.416 0.276 1.163
0.520 -0.760 0.268
1.289 -0.094 -1.007
0.203 -1.109 2.554
1.935 2.174 0.693
-0.303 -1.041 1.335
1.827 2.003 -0.968
-0.229 -1.327 1.434
-0.812 0.147 0.323
0.505 -0.231 -0.455
0.645 0.730 -1.212
0.005 -0.284 -0.097
0.035 -0.278 -0.399
-0.335 -0.022 -0.272

E_HOMO, eV: -7.87
SMILES: Cc1cc(N)nc(C)c1CNC(=O)c1ccc(Oc2ccccc2)o1
LUMO level, eV: 0.5
Charge: 0
Gap between HOMO and LUMO, eV: 8.423
Molecular weight, g/mol: 337.4
ΔE to the lowest compared entry with this formula, charge and spin, kJ/mol: 462.1
Total energy, a.u.: -1125.32153


Record 3
One molecule with the formula C19H19N3O5S2 at a distorted geometry, computed with ωB97M-V/def2-TZVPD.

Each line ends with the Löwdin charge.
Geometry (Å):
C  -5.4496  -3.4368  -0.6330  -0.09
O  -5.2868  -2.4372  0.3455  -0.08
C  -4.4240  -1.4164  0.1028  -0.27
C  -3.7020  -1.2518  -1.0843  -0.01
C  -2.8466  -0.1835  -1.2541  0.00
C  -2.6955  0.7406  -0.2309  -0.31
N  -1.8788  1.8328  -0.2483  0.13
C  -1.9017  2.4684  0.8576  -0.60
N  -1.1255  3.5528  1.1716  0.12
C  0.0527  3.9416  0.5714  -0.41
O  0.5717  4.9924  0.8636  0.11
C  0.6074  2.9691  -0.4134  -0.14
C  0.9183  3.3858  -1.7022  0.00
C  1.3711  2.4752  -2.6443  -0.05
C  1.5034  1.1382  -2.3072  -0.05
C  1.2264  0.7425  -1.0119  -0.27
S  1.3132  -0.9766  -0.5289  0.67
O  0.1632  -1.2961  0.2641  -0.28
O  1.5882  -1.7847  -1.6848  -0.28
N  2.6399  -0.9369  0.5114  -0.24
C  2.6877  -2.0482  1.4448  -0.17
C  3.8280  -1.7935  2.4305  -0.18
O  5.0558  -1.6514  1.7539  -0.13
C  5.0094  -0.5904  0.8318  -0.19
C  3.8948  -0.7933  -0.1981  -0.18
C  0.8032  1.6388  -0.0565  -0.02
S  -3.0130  1.8257  2.0944  1.08
C  -3.4193  0.5604  0.9692  -0.46
C  -4.2837  -0.4969  1.1419  -0.01
H  -6.1563  -4.1480  -0.2081  0.09
H  -4.5056  -3.9472  -0.8461  0.10
H  -5.8627  -3.0282  -1.5607  0.09
H  -3.7993  -1.9675  -1.8841  0.10
H  -2.2813  -0.0610  -2.1632  0.12
H  -1.4501  4.1508  1.9230  0.15
H  0.7828  4.4240  -1.9648  0.12
H  1.6002  2.8058  -3.6458  0.11
H  1.8080  0.3925  -3.0250  0.12
H  1.7233  -2.0941  1.9495  0.12
H  2.8651  -2.9942  0.9130  0.14
H  3.9490  -2.6396  3.1081  0.13
H  3.6121  -0.8828  3.0084  0.13
H  5.9847  -0.5667  0.3435  0.13
H  4.8375  0.3592  1.3609  0.13
H  3.8169  0.0751  -0.8544  0.12
H  4.0987  -1.6862  -0.8058  0.13
H  0.6078  1.2775  0.9405  0.13
H  -4.8385  -0.6399  2.0543  0.12

Forces on the atoms, in the same order (eV/Å):
-0.031 -0.132 -0.128
-0.005 0.123 0.197
0.134 0.289 0.098
-0.216 -0.287 -0.001
0.054 0.241 0.235
-0.686 -0.619 0.519
0.325 0.802 -0.260
-0.893 -0.816 0.110
-0.092 0.519 0.608
0.108 -0.023 -0.098
0.050 0.077 -0.095
0.560 -0.196 -0.185
-0.032 -0.006 0.258
-0.045 -0.053 -0.006
0.009 -0.101 -0.132
0.108 -0.512 0.209
0.304 0.223 0.164
0.021 0.124 0.238
0.157 0.231 -0.119
-0.864 0.210 -0.500
-0.037 -0.353 0.420
-0.331 -0.045 -0.082
0.152 -0.168 0.011
-0.167 0.213 -0.287
0.615 0.049 -0.112
0.153 0.300 -0.011
0.335 0.054 -0.352
0.164 0.068 -0.342
-0.135 -0.230 -0.096
0.058 0.021 -0.083
-0.027 0.022 -0.007
0.033 -0.014 0.027
-0.037 -0.090 -0.058
0.071 -0.002 -0.142
0.186 -0.018 -0.173
-0.001 0.103 -0.024
0.011 0.011 -0.080
0.060 -0.032 -0.130
0.098 -0.123 0.124
-0.003 0.013 0.099
-0.104 0.076 -0.017
-0.006 -0.080 0.001
-0.103 0.080 -0.015
0.055 -0.045 -0.053
0.192 0.006 -0.034
0.037 0.107 0.026
-0.138 0.047 0.167
-0.098 -0.062 0.108

E_HOMO, eV: -8.02
SMILES: COc1ccc2nc(NC(=O)c3cccc(S(=O)(=O)N4CCOCC4)c3)sc2c1
LUMO level, eV: 0.3
Charge: 0
Gap between HOMO and LUMO, eV: 8.344
Molecular weight, g/mol: 433.5
ΔE to the lowest compared entry with this formula, charge and spin, kJ/mol: 0.0
Total energy, a.u.: -2072.26647